Entry from the OMol25 dataset: a structure of composition C16H25IrN5O5 in a non-equilibrium geometry (wB97M-V/def2-TZVPD).

Output
Charge ... +1
HOMO level (spin up / spin down) ... -9.65 / -11.60 eV
<S²> ... 6.023
Gap between HOMO and LUMO (spin up / spin down) ... 6.9 / 5.7 eV
Energy above the lowest of the compared OMol25 structures with the same formula, charge and spin ... 0.0 kJ/mol
2S+1 ... 5

```
52
Properties=species:S:1:pos:R:3:forces:R:3:nbo_charge:R:1
O -3.1556 3.1308 1.5294 0.017 0.068 0.569 -0.752
H -3.5175 4.0249 1.5891 0.122 -0.232 -0.148 0.503
Ir -0.0365 0.0829 0.0007 0.093 0.499 0.901 1.143
N -0.8467 -1.6194 -0.4588 0.529 -1.822 0.453 -0.252
N -1.8803 0.5850 -0.3989 -1.067 0.806 -0.163 -0.294
O -0.2974 -2.9059 -0.4601 0.525 0.453 0.089 -0.543
O -2.2977 1.8880 -0.5829 -0.258 0.402 0.894 -0.577
C -2.0995 -1.6304 -0.9390 -0.018 -0.160 -0.342 0.204
C -2.6934 -0.3599 -0.9304 -0.128 -0.163 -0.391 0.234
C -2.6027 -2.9043 -1.4943 -1.109 -0.125 -0.436 -0.677
C -3.9866 -0.0031 -1.5632 -0.450 -0.207 -0.200 -0.686
H -2.2934 -3.7635 -0.8954 -0.085 0.251 -0.100 0.266
H -2.2413 -3.0640 -2.5219 0.085 0.059 0.280 0.258
H -3.6953 -2.8798 -1.5496 0.144 -0.030 0.005 0.239
H -4.0004 1.0442 -1.8844 0.084 -0.311 0.219 0.269
H -4.8291 -0.1713 -0.8768 0.160 0.106 -0.098 0.256
H -4.1607 -0.6369 -2.4411 0.031 0.060 0.227 0.245
H 0.6307 -2.8414 -0.1509 -0.384 0.284 -0.329 0.503
H -2.7072 2.2477 0.2802 0.572 -0.270 -0.935 0.511
O 0.4435 0.9768 -3.4820 -0.521 -0.265 0.080 -0.934
H -0.1630 0.5121 -4.0835 0.326 0.262 0.233 0.475
H -0.0635 1.0829 -2.6609 0.153 0.056 -0.354 0.462
C -2.5991 2.7497 2.8031 -0.547 0.476 0.228 -0.254
H -1.6275 3.2332 2.9765 -0.294 -0.164 -0.129 0.178
H -2.4967 1.6613 2.7893 -0.026 0.217 0.078 0.187
H -3.2975 3.0512 3.6064 0.382 -0.321 -0.293 0.197
O -0.8329 -1.6111 3.6012 0.213 -0.261 -0.723 -0.939
H -1.4338 -2.1399 3.0472 0.247 0.242 0.366 0.474
H 0.0521 -1.8684 3.2868 -0.444 0.104 0.294 0.470
C 4.0617 -3.0504 -2.3104 -0.123 0.141 -0.077 -0.206
C 3.5451 -3.2820 -1.0314 0.020 0.029 -0.113 -0.184
C 2.8178 -2.2826 -0.3826 -0.171 0.646 -0.523 -0.325
C 2.5256 -1.0974 -1.0840 0.325 0.028 -0.166 0.207
C 2.9806 -0.8857 -2.3904 -0.018 -0.268 0.279 -0.235
C 3.7985 -1.8467 -2.9825 -0.206 -0.154 0.266 -0.181
N 1.8535 -0.0120 -0.4186 2.814 -1.357 -1.722 -0.430
N 2.6579 1.0566 -0.2677 -0.669 -0.102 0.956 -0.188
C 2.1307 1.8185 0.7281 0.009 0.292 -0.199 0.308
C 2.8026 2.8841 1.3672 -0.078 -0.500 -0.345 -0.205
C 2.2913 3.3548 2.5613 -0.259 0.033 -0.150 -0.124
C 1.1394 2.7525 3.1060 -0.101 -0.105 0.356 -0.284
C 0.5061 1.7243 2.4325 0.288 0.770 -0.528 0.085
N 0.9201 1.3876 1.1909 -0.383 0.659 1.566 -0.538
H 4.6695 -3.8153 -2.7966 -0.185 0.224 0.183 0.230
H 3.7228 -4.2354 -0.5311 0.077 0.326 -0.120 0.227
H 2.5225 -2.3573 0.6673 0.087 -0.118 -0.211 0.214
H 2.6689 0.0262 -2.9013 0.279 -0.245 0.118 0.255
H 4.2178 -1.6512 -3.9701 -0.148 -0.187 0.252 0.230
H 3.7228 3.2267 0.8995 -0.182 0.060 0.278 0.257
H 2.7750 4.1733 3.0992 -0.113 -0.307 -0.229 0.244
H 0.7327 3.0872 4.0572 0.243 -0.178 -0.105 0.242
H -0.3338 1.1526 2.8217 0.142 0.301 -0.042 0.238
```
Positions in Å, forces in eV/Å.

=====

Entry from the OMol25 dataset: a structure of composition C16H25N13Ru (wB97M-V/def2-TZVPD).

Output
HOMO level (spin up / spin down) ... -7.21 / -7.23 eV
<S²> ... 6.010
Gap between HOMO and LUMO (spin up / spin down) ... 7.4 / 6.7 eV
Energy above the lowest of the compared OMol25 structures with the same formula, charge and spin ... 96.8 kJ/mol
2S+1 ... 5

```
55
Properties=species:S:1:pos:R:3:forces:R:3:nbo_charge:R:1
Ru 1.2323 -0.5380 -0.1853 -0.087 0.222 -0.266 1.230
C 1.9260 1.8310 1.9389 0.039 -0.067 -0.038 -0.233
C 3.2453 1.1314 1.5896 -0.023 0.069 0.000 -0.229
N 3.0613 -0.2838 1.2942 -0.045 -0.198 -0.015 -0.659
C 2.8336 -1.2036 2.4085 -0.028 0.019 0.066 -0.249
C 1.4126 -1.1363 2.9662 0.013 -0.012 0.018 -0.236
N 0.3693 -1.1062 1.9147 -0.029 0.009 0.053 -0.665
C -0.7330 -0.1611 2.1913 -0.017 0.013 -0.048 -0.241
C -0.4823 1.2758 1.6440 -0.022 -0.059 0.097 -0.251
N 0.8385 1.4442 1.0241 0.107 0.106 -0.003 -0.665
H 2.0842 2.9125 1.9284 0.003 0.001 -0.012 0.209
H 1.6217 1.5824 2.9537 0.006 0.001 0.006 0.191
H 3.9585 1.2999 2.4067 0.001 -0.018 -0.001 0.191
H 3.6627 1.5870 0.6900 0.003 0.015 0.010 0.213
H 3.8199 -0.6658 0.7350 0.010 0.056 0.010 0.431
H 3.5327 -1.0268 3.2365 0.011 0.003 -0.013 0.190
H 3.0376 -2.1985 2.0097 -0.032 0.006 0.022 0.248
H 1.2854 -0.2532 3.5894 0.003 0.000 0.003 0.189
H 1.2595 -1.9940 3.6259 0.002 0.005 -0.002 0.212
H -0.0252 -2.0330 1.8121 -0.002 0.007 -0.002 0.401
H -0.9339 -0.1271 3.2657 -0.007 -0.001 -0.007 0.190
H -1.6285 -0.5506 1.7067 0.010 0.005 0.000 0.230
H -0.6328 2.0056 2.4451 0.029 0.002 -0.003 0.190
H -1.2205 1.4815 0.8725 -0.033 -0.008 0.030 0.255
H 0.7475 2.1140 0.2678 -0.004 -0.045 -0.028 0.414
N 1.5842 -2.7483 -3.1903 -0.103 0.007 -0.093 -0.583
C 2.5110 -2.8909 -2.1711 0.162 -0.136 0.016 0.441
N 3.4850 -3.7827 -2.2335 -0.075 0.047 0.022 -0.365
N 4.1679 -3.6126 -1.0899 0.112 -0.087 -0.056 -0.077
N 3.6461 -2.6775 -0.3844 -0.119 0.114 0.078 -0.183
N 2.5605 -2.1830 -1.0375 0.001 0.053 -0.043 -0.518
C 0.5845 -1.8222 -3.1618 -0.024 0.025 0.118 0.481
N -0.4659 -1.7241 -3.9628 -0.018 0.014 -0.065 -0.344
N -1.1786 -0.6702 -3.4993 -0.086 0.022 -0.045 -0.071
N -0.5567 -0.2195 -2.4651 0.198 -0.162 -0.079 0.198
N 0.5674 -0.8820 -2.2199 0.095 -0.041 0.184 -0.454
H 1.5756 -3.4540 -3.9066 0.022 0.020 -0.015 0.434
C -2.6014 -1.4647 -0.8935 -0.015 0.007 0.052 -0.641
C -3.0549 -0.0316 -0.9544 0.038 -0.020 -0.034 -0.070
C -4.3533 0.2914 -0.5777 -0.006 -0.024 -0.001 -0.204
C -4.7926 1.6044 -0.5467 -0.003 0.026 -0.008 -0.236
C -3.9137 2.6197 -0.8902 -0.006 0.001 0.014 -0.203
C -2.6129 2.3388 -1.2850 0.005 -0.053 -0.005 -0.072
C -1.6700 3.4493 -1.6537 0.018 0.005 0.012 -0.616
C -2.1764 1.0021 -1.3383 0.016 0.012 0.053 0.196
N -0.8116 0.8003 -1.6149 -0.106 0.040 0.075 -0.568
H -3.2788 -2.0494 -0.2703 0.000 -0.004 -0.007 0.213
H -1.5933 -1.5383 -0.4667 -0.012 -0.013 -0.046 0.193
H -2.5645 -1.9299 -1.8801 0.000 0.011 0.005 0.241
H -5.0264 -0.5085 -0.2892 0.002 -0.001 0.003 0.204
H -5.8081 1.8343 -0.2517 0.000 0.002 0.003 0.211
H -4.2415 3.6526 -0.8634 -0.011 0.000 -0.003 0.205
H -2.2012 4.3983 -1.7222 -0.008 0.003 -0.006 0.210
H -1.1760 3.2426 -2.6025 0.007 0.001 0.002 0.234
H -0.8766 3.5681 -0.9086 0.010 -0.002 -0.009 0.192
```
Positions in Å, forces in eV/Å.

=====

Among the records above, which one has the lowest <S²>?
C16H25N13Ru

=====

Look up the <S²> of the second one.
6.010